# 1
{"formula": "C25H20Cl2N3NaOS3Si", "method": "ωB97M-V/def2-TZVPD", "de_lowest_kj_mol": 29.0, "orbital_gap_ha": [0.119, 0.119], "largest_force_ev_per_a": 2.9, "e_lumo_ev": [3.7, 3.7], "multiplicity": 1, "total_charge": -2, "species": ["Na", "Cl", "C", "C", "C", "Cl", "C", "C", "C", "C", "N", "C", "C", "O", "H", "H", "H", "H", "C", "Si", "C", "C", "C", "C", "C", "C", "C", "H", "H", "H", "H", "H", "H", "H", "H", "H", "H", "H", "S", "C", "S", "C", "N", "N", "C", "C", "C", "C", "C", "C", "S", "H", "H", "H", "H", "H"], "coordinates": [[-1.18610, 1.56300, -0.17314], [-0.21260, 3.96496, 4.37871], [-1.59711, 3.14953, 3.85775], [-2.71156, 3.27388, 4.71838], [-3.90587, 2.65761, 4.53676], [-5.14971, 2.74103, 5.68791], [-4.06970, 1.90590, 3.34149], [-5.26944, 1.24483, 3.01105], [-5.49502, 0.84267, 1.71034], [-4.46011, 1.02997, 0.78949], [-3.25953, 1.54913, 1.05952], [-3.01290, 1.93986, 2.33391], [-1.67463, 2.33696, 2.68500], [-0.65088, 2.03953, 1.96293], [-2.54567, 3.86234, 5.57291], [-6.04548, 1.07674, 3.74433], [-6.43507, 0.36243, 1.39464], [-4.57182, 0.72115, -0.24821], [-0.03446, -2.40394, 0.99552], [-0.37182, -0.76263, 1.87843], [-1.65925, -1.09252, 3.23484], [1.29874, -0.55861, 2.78365], [1.32243, -0.13603, 4.09798], [2.47211, -0.23318, 4.83596], [3.63323, -0.70783, 4.27122], [3.65897, -0.95291, 2.89805], [2.49545, -0.89312, 2.13607], [0.47648, -3.11114, 1.64406], [0.60489, -2.36424, 0.09746], [-0.93788, -2.89992, 0.63649], [-1.37532, -1.98913, 3.82477], [-2.56483, -1.47961, 2.72184], [-1.90275, -0.26878, 3.90887], [0.44132, 0.34712, 4.53435], [2.41494, -0.01498, 5.88490], [4.49526, -0.82864, 4.90862], [4.58837, -1.19680, 2.41018], [2.50056, -0.94957, 1.05225], [-0.24430, 0.73410, -7.84289], [0.28032, 0.79041, -6.29829], [-0.49442, 1.82276, -5.11378], [0.62096, 1.31035, -3.83940], [1.45294, 0.36962, -4.32049], [1.34558, 0.12974, -5.69054], [2.28022, -0.79722, -6.24328], [2.93052, -1.60881, -5.28909], [3.78536, -2.61794, -5.70563], [4.13349, -2.75166, -7.06436], [3.63072, -1.76838, -7.96401], [2.64217, -0.88003, -7.57437], [0.61996, 1.89572, -2.25839], [2.65329, -1.49532, -4.24436], [4.15966, -3.35794, -4.97970], [4.78580, -3.57277, -7.38221], [3.98461, -1.75035, -9.00242], [2.12989, -0.21734, -8.30609]], "forces_ev_per_angstrom": [[0.36, -0.53, 0.37], [1.36, 0.39, -0.07], [-2.52, -1.09, 0.18], [1.11, -0.15, -0.66], [0.89, -1.01, -1.57], [-0.88, 0.12, 0.91], [0.09, 0.43, -0.62], [-0.28, -0.04, -0.66], [0.26, -0.29, 0.18], [0.59, 0.28, -0.68], [-0.67, -0.56, 0.65], [-1.67, -0.42, 0.57], [2.71, 0.82, -0.51], [-1.75, 1.29, 0.87], [0.01, 0.72, 1.10], [0.06, 0.23, 0.19], [0.58, 0.25, 0.23], [-0.22, 0.05, 0.10], [0.30, -1.08, -0.28], [0.09, 1.25, -1.69], [-0.25, -1.61, 0.05], [-1.28, -0.25, -1.03], [-0.40, 0.49, 0.13], [-0.08, -0.17, 0.55], [0.26, 0.02, -0.26], [-0.01, -0.13, -0.30], [0.26, 0.62, 0.97], [0.16, -0.53, 0.39], [-0.18, 0.51, 0.30], [-0.31, 0.07, 0.09], [0.18, 0.41, 0.29], [0.15, 0.69, 0.15], [-0.06, -0.05, -0.14], [0.12, -0.50, -0.06], [0.22, 0.27, 0.47], [0.35, -0.04, -0.14], [0.32, -0.11, -0.05], [0.11, -0.46, 0.09], [-0.32, -0.19, -1.26], [1.33, -0.34, 1.29], [0.48, -0.35, -0.11], [1.14, -2.00, -1.40], [-0.27, 1.23, 0.92], [-2.08, 1.47, -0.06], [0.22, -0.10, 1.62], [-0.44, -0.36, -0.25], [0.19, -0.51, -0.53], [-0.38, 1.20, 0.06], [0.50, -1.52, 0.16], [-0.51, 1.05, -0.88], [-0.01, 0.21, -0.11], [0.15, -0.02, -0.29], [-0.15, 0.55, -0.33], [-0.17, 0.52, -0.01], [-0.30, -0.14, 0.39], [0.65, -0.59, 0.64]]}


# 2
{"formula": "C25H20Cl2N6O11S2Sr", "method": "ωB97M-V/def2-TZVPD", "de_lowest_kj_mol": 73.9, "orbital_gap_ha": 0.249, "largest_force_ev_per_a": 1.1, "e_lumo_ev": 4.1, "multiplicity": 1, "total_charge": -2, "species": ["Sr", "O", "C", "O", "C", "C", "Cl", "N", "N", "C", "C", "O", "O", "C", "C", "C", "C", "C", "C", "H", "H", "H", "H", "H", "H", "S", "C", "N", "N", "C", "C", "C", "C", "C", "C", "N", "N", "C", "C", "C", "C", "C", "C", "H", "H", "H", "H", "H", "H", "H", "H", "H", "H", "H", "O", "Cl", "O", "O", "O", "C", "S", "O", "O", "O", "H", "H", "H"], "coordinates": [[0.56192, 1.37665, -0.92373], [-2.99812, 3.47436, 3.87535], [-3.95093, 2.95815, 3.13184], [-5.12537, 3.09582, 3.40596], [-3.51525, 2.19003, 1.93551], [-4.35112, 1.66924, 0.96592], [-6.05662, 1.62759, 0.95007], [-3.58526, 1.06630, 0.02351], [-2.28256, 1.15498, 0.35458], [-2.21803, 1.82059, 1.48998], [-0.81868, 2.04750, 2.06482], [-0.70028, 2.84850, 3.01348], [0.05385, 1.37956, 1.48367], [-3.89182, 0.40483, -1.20315], [-3.02288, -0.60203, -1.61137], [-3.23206, -1.23778, -2.82137], [-4.31245, -0.89191, -3.61952], [-5.17637, 0.10646, -3.20136], [-4.97023, 0.76728, -1.99762], [-2.05903, 3.27900, 3.50412], [-2.18972, -0.88329, -0.98027], [-2.52800, -1.99374, -3.14122], [-4.46582, -1.38221, -4.57212], [-6.01170, 0.40309, -3.82360], [-5.62479, 1.57462, -1.71399], [0.45646, -1.75875, -0.66178], [1.71602, -2.09164, 0.45979], [1.89045, -3.18535, 1.13218], [0.93539, -4.11992, 0.93799], [0.94671, -5.29474, 1.63304], [-0.08982, -6.22172, 1.43939], [-0.09854, -7.42290, 2.12156], [0.91739, -7.74551, 3.01575], [1.94190, -6.82746, 3.20840], [1.96937, -5.61783, 2.53588], [2.79618, -1.19769, 0.77661], [2.70164, -0.05187, 0.32784], [3.81060, 0.79037, 0.63356], [3.54036, 2.12734, 0.89734], [4.58884, 3.00300, 1.12840], [5.89794, 2.54284, 1.09181], [6.15973, 1.20412, 0.82895], [5.11733, 0.31964, 0.59922], [0.15572, -3.86009, 0.33841], [-0.88854, -5.98160, 0.74722], [-0.91486, -8.11535, 1.95163], [0.90711, -8.68619, 3.55089], [2.74329, -7.05203, 3.90333], [2.76650, -4.90710, 2.69570], [2.51683, 2.47876, 0.95056], [4.37191, 4.04656, 1.31137], [6.71773, 3.23199, 1.25554], [7.18305, 0.84982, 0.79069], [5.29677, -0.72437, 0.38174], [0.26615, 2.28788, -4.92177], [-0.36816, 1.34702, -4.05449], [-1.35802, 0.60039, -4.76605], [-0.97930, 2.04850, -2.92622], [0.60607, 0.45761, -3.44927], [0.64515, 5.10667, -2.75474], [1.41412, 4.28158, -1.38275], [2.35727, 5.19688, -0.78451], [0.31537, 3.85013, -0.50566], [2.01916, 3.06705, -1.95619], [0.42956, 6.13505, -2.47330], [-0.26135, 4.55922, -3.00008], [1.33187, 5.07613, -3.59747]], "forces_ev_per_angstrom": [[-0.45, -1.03, 0.23], [0.03, 0.09, -0.04], [-0.03, -0.05, 0.10], [-0.03, 0.02, -0.01], [0.00, -0.02, -0.12], [0.04, -0.07, 0.07], [0.00, -0.04, -0.14], [0.05, 0.13, -0.01], [0.11, 0.21, -0.04], [0.07, 0.03, -0.01], [-0.47, -0.14, -0.36], [-0.09, -0.04, 0.12], [0.58, 0.30, 0.28], [-0.09, -0.16, -0.04], [-0.06, -0.09, 0.08], [0.01, 0.00, 0.00], [-0.01, 0.01, 0.01], [-0.02, 0.02, 0.02], [0.10, 0.05, -0.02], [0.14, -0.09, 0.09], [0.01, 0.03, -0.01], [0.00, -0.01, -0.01], [0.01, 0.01, -0.01], [0.01, -0.01, -0.01], [-0.02, 0.05, 0.08], [-0.04, 0.12, -0.09], [0.27, 0.14, 0.11], [-0.09, -0.07, -0.02], [-0.01, 0.02, 0.00], [0.02, -0.12, 0.08], [0.00, 0.05, -0.03], [0.01, -0.02, 0.02], [-0.03, 0.00, -0.02], [0.03, 0.01, 0.02], [0.01, 0.00, 0.00], [-0.03, -0.15, -0.06], [-0.34, 0.14, -0.09], [0.02, 0.03, 0.06], [0.07, -0.03, -0.02], [0.00, -0.01, 0.01], [0.00, 0.05, 0.01], [0.00, -0.05, -0.01], [0.06, 0.08, 0.02], [0.00, 0.03, -0.03], [0.00, 0.01, 0.00], [0.00, -0.02, 0.01], [0.00, -0.01, 0.00], [0.00, -0.01, 0.00], [-0.01, 0.02, -0.02], [-0.01, 0.00, 0.02], [0.00, 0.01, 0.00], [0.00, 0.00, 0.00], [0.00, 0.00, 0.00], [-0.02, -0.01, 0.00], [0.10, 0.13, -0.15], [0.01, 0.00, 0.29], [-0.09, -0.09, -0.04], [-0.41, 0.29, -0.02], [0.25, -0.26, -0.23], [0.04, 0.02, -0.01], [-0.04, 0.04, -0.13], [-0.01, 0.08, -0.03], [-0.13, 0.33, 0.29], [0.48, 0.06, -0.20], [-0.05, -0.03, 0.06], [0.01, -0.02, -0.04], [0.03, 0.02, 0.02]]}


# 3
{"formula": "C25H20ClN3O5S", "method": "ωB97M-V/def2-TZVPD", "de_lowest_kj_mol": 11.7, "orbital_gap_ha": 0.316, "largest_force_ev_per_a": 1.0, "e_lumo_ev": 0.2, "multiplicity": 1, "smiles": "CCOc1ccc(-n2c(SCC(=O)Nc3cc(C(=O)O)ccc3Cl)nc3ccccc3c2=O)cc1", "total_charge": 0, "species": ["C", "C", "O", "C", "C", "C", "C", "N", "C", "S", "C", "C", "O", "N", "C", "C", "C", "C", "O", "O", "C", "C", "C", "Cl", "N", "C", "C", "C", "C", "C", "C", "C", "O", "C", "C", "H", "H", "H", "H", "H", "H", "H", "H", "H", "H", "H", "H", "H", "H", "H", "H", "H", "H", "H", "H"], "coordinates": [[-6.80432, -1.90613, -0.76324], [-6.81493, -0.41492, -0.43954], [-5.73642, 0.27926, -1.03591], [-4.49418, 0.20113, -0.49897], [-3.49600, 0.88418, -1.20164], [-2.19460, 0.89404, -0.75460], [-1.87042, 0.21215, 0.41282], [-0.52315, 0.21885, 0.88017], [0.18848, -0.93364, 0.96025], [-0.57023, -2.41186, 0.36810], [0.85428, -3.54317, 0.52342], [2.17770, -2.91697, 0.08853], [3.19726, -3.10986, 0.69249], [2.07733, -2.23893, -1.11300], [2.77953, -1.04271, -1.33991], [2.03474, 0.11038, -1.54424], [2.63239, 1.36226, -1.58745], [1.73734, 2.53283, -1.71475], [0.56156, 2.45190, -1.97501], [2.34562, 3.70204, -1.49669], [4.01482, 1.46671, -1.46131], [4.77316, 0.31913, -1.35024], [4.17230, -0.93470, -1.29848], [5.16564, -2.32964, -1.22901], [1.40258, -1.03634, 1.35603], [2.09550, 0.10365, 1.65705], [3.44833, 0.01087, 1.99311], [4.16340, 1.16066, 2.23660], [3.55136, 2.41174, 2.16380], [2.21649, 2.51307, 1.84468], [1.47369, 1.36092, 1.58224], [0.06380, 1.45667, 1.21810], [-0.58919, 2.47381, 1.19066], [-2.85086, -0.45392, 1.12900], [-4.15710, -0.46821, 0.67426], [-5.90858, -2.38381, -0.37395], [-6.82719, -2.04820, -1.84066], [-7.67785, -2.38158, -0.32572], [-6.83073, -0.24844, 0.64430], [-7.70573, 0.05057, -0.87060], [-3.77370, 1.40824, -2.10177], [-1.43296, 1.43606, -1.29415], [0.60824, -4.40271, -0.10146], [0.94581, -3.85739, 1.56208], [1.12836, -2.19343, -1.47180], [0.95920, 0.05131, -1.64048], [1.69842, 4.42299, -1.55706], [4.48250, 2.43755, -1.47119], [5.84858, 0.37905, -1.29848], [3.89937, -0.96747, 2.03490], [5.21157, 1.09469, 2.48759], [4.12817, 3.30267, 2.36007], [1.71703, 3.46832, 1.78651], [-2.59885, -0.95995, 2.04915], [-4.89754, -0.99373, 1.25538]], "forces_ev_per_angstrom": [[0.14, 0.40, 0.02], [-0.31, -0.33, 0.11], [0.21, 0.13, -0.12], [0.26, 0.05, 0.02], [-0.15, -0.08, 0.02], [-0.08, -0.14, 0.08], [-0.49, -0.04, -0.02], [-0.08, 0.29, -0.01], [0.74, -0.59, 0.16], [-0.30, -0.38, -0.20], [-0.21, 0.36, 0.31], [-0.13, -0.60, -0.12], [0.10, -0.04, 0.16], [-0.04, -0.13, -0.59], [0.26, 0.22, 0.07], [0.18, 0.20, -0.10], [0.19, -0.32, -0.01], [-0.42, 0.00, -0.09], [-0.04, 0.02, 0.00], [0.40, 0.36, 0.09], [-0.21, 0.01, -0.03], [-0.02, -0.10, 0.00], [-0.24, 0.16, -0.05], [0.32, -0.09, -0.20], [-0.60, -0.16, 0.22], [-0.14, 0.74, 0.07], [-0.01, 0.08, 0.03], [-0.02, -0.10, 0.03], [-0.06, 0.16, 0.00], [-0.09, 0.01, 0.02], [0.45, -0.17, 0.15], [-0.03, 0.13, 0.14], [0.03, 0.07, -0.03], [0.28, 0.28, -0.09], [-0.39, -0.04, -0.09], [0.03, -0.09, 0.03], [-0.02, -0.04, -0.09], [-0.09, -0.08, 0.05], [0.00, 0.06, -0.10], [0.11, -0.04, 0.15], [-0.04, 0.07, -0.11], [0.09, 0.05, -0.04], [-0.04, -0.01, -0.01], [0.14, 0.00, -0.14], [0.19, 0.01, 0.16], [-0.12, -0.03, 0.08], [-0.07, -0.29, -0.06], [0.08, 0.08, 0.01], [0.11, -0.02, 0.01], [0.06, -0.14, -0.01], [0.11, -0.02, 0.02], [0.04, 0.09, 0.01], [-0.02, 0.10, 0.00], [0.03, -0.03, 0.08], [-0.10, -0.05, 0.00]]}


# 4
{"formula": "C25H20N2O2", "method": "ωB97M-V/def2-TZVPD", "de_lowest_kj_mol": 323.2, "orbital_gap_ha": 0.300, "largest_force_ev_per_a": 3.5, "e_lumo_ev": -0.1, "multiplicity": 1, "smiles": "COc1ccc([C@@H](c2ccc3c(c2)CCO3)[C@@H](C#N)c2ccc(C#N)cc2)cc1", "total_charge": 0, "species": ["C", "O", "C", "C", "C", "C", "C", "C", "C", "C", "C", "C", "C", "C", "C", "O", "C", "C", "N", "C", "C", "C", "C", "C", "N", "C", "C", "C", "C", "H", "H", "H", "H", "H", "H", "H", "H", "H", "H", "H", "H", "H", "H", "H", "H", "H", "H", "H", "H"], "coordinates": [[0.57421, -1.45143, 10.93162], [0.78222, -1.77517, 9.55341], [-0.12335, -1.48680, 8.58953], [0.18362, -1.99139, 7.30698], [-0.77596, -1.98336, 6.32825], [-2.01600, -1.39590, 6.51827], [-2.91675, -1.67595, 5.30239], [-4.44964, -1.57764, 5.73782], [-4.90556, -1.81104, 7.06827], [-6.25166, -1.84299, 7.44545], [-7.19648, -1.66492, 6.42694], [-6.78539, -1.50711, 5.08771], [-5.42376, -1.53743, 4.75572], [-8.01014, -1.34677, 4.24501], [-9.15104, -1.37957, 5.29346], [-8.54920, -1.63249, 6.61585], [-2.29376, -0.85713, 4.06557], [-3.23587, 0.20726, 3.77988], [-4.04476, 1.04380, 3.68816], [-0.90331, -0.41604, 3.44020], [0.04364, -1.34900, 2.97998], [1.36376, -0.95975, 2.66544], [1.66554, 0.40793, 2.56921], [3.02312, 0.80314, 2.22444], [4.12694, 1.10320, 1.96770], [0.65774, 1.35622, 2.72757], [-0.64152, 0.93417, 3.09026], [-2.26738, -0.76133, 7.74085], [-1.35312, -0.84026, 8.78678], [1.50818, -1.76250, 11.39654], [0.41585, -0.38063, 11.08143], [-0.26121, -2.02585, 11.33791], [1.14478, -2.45116, 7.12996], [-0.55603, -2.41863, 5.35402], [-2.83884, -2.77800, 5.01148], [-4.20888, -1.99825, 7.88885], [-6.60470, -2.03479, 8.46064], [-5.14595, -1.50600, 3.71384], [-8.02028, -0.39979, 3.67486], [-8.13736, -2.15936, 3.50537], [-9.87691, -2.18213, 5.10221], [-9.67419, -0.41349, 5.34149], [-2.51048, -1.73720, 3.41157], [-0.17774, -2.41296, 2.91327], [2.15587, -1.68956, 2.48067], [0.87548, 2.40422, 2.55672], [-1.39257, 1.69288, 3.16714], [-3.17556, -0.19077, 7.92585], [-1.60581, -0.47405, 9.77996]], "forces_ev_per_angstrom": [[0.04, -0.11, -0.72], [0.35, 0.23, 0.15], [-0.64, -0.33, -0.37], [0.09, 0.08, 0.76], [0.65, 0.17, 0.19], [-0.16, -0.72, -0.20], [0.17, -0.28, 2.99], [0.48, -0.41, -0.20], [0.45, 0.01, 0.27], [-0.49, -0.03, -1.03], [0.70, 0.24, -0.48], [0.39, -0.32, 1.05], [-1.19, 0.33, 0.01], [-0.47, -0.06, -0.65], [-0.04, 0.03, 0.27], [0.31, 0.12, -0.93], [-1.50, -1.32, -2.90], [-1.95, 1.82, -0.10], [1.68, -1.42, -0.03], [0.12, 0.34, 0.15], [0.99, -0.04, 0.69], [-0.88, 0.31, -0.14], [0.33, -0.31, -0.07], [2.02, 0.60, -0.31], [-2.59, -0.69, 0.55], [-0.85, -0.72, -0.08], [1.23, -0.42, 0.84], [-0.13, 0.20, -0.51], [0.91, -0.38, 0.21], [-0.18, 0.10, 0.19], [-0.01, -0.04, -0.02], [-0.03, 0.07, 0.03], [0.09, -0.04, 0.13], [0.06, -0.07, 0.34], [0.35, 1.44, 0.58], [-0.15, 0.07, -0.56], [0.42, 0.09, -0.25], [-0.01, 0.16, -0.16], [0.08, -0.37, 0.30], [0.14, 0.29, 0.32], [0.22, 0.28, 0.13], [0.12, -0.36, 0.11], [-0.19, 1.22, -0.79], [-0.08, 0.14, 0.43], [-0.47, 0.15, -0.07], [-0.14, -0.10, 0.00], [-0.38, 0.19, 0.32], [0.14, -0.28, -0.19], [0.00, 0.13, -0.29]]}


Question: Which formula does entry 1 have?
Answer: C25H20Cl2N3NaOS3Si